[1]
19 unconnected molecules or ions with the total composition H37O19 at a distorted geometry, computed with ωB97M-V with the def2-TZVPD basis set.

Calculated values
Charge: -1
Energy relative to the best compared isomer or geometry (same formula, charge and spin) in kcal/mol: 48.20
Kohn-Sham gap in eV: 9.342

Positions of all 56 atoms, in Å:
O (-2.50880, -3.87408, 0.26877)
H (2.30894, -2.39183, 0.54250)
H (-0.01086, -0.52627, 3.56253)
O (-1.55303, 1.85567, -3.90767)
H (3.66125, -1.34774, -1.12430)
H (-1.51355, 1.06027, -3.34058)
O (-0.70932, -0.00732, 3.97839)
H (0.80538, -2.92701, -2.81369)
H (0.10094, 4.01013, -3.35221)
O (1.24121, -3.63914, 3.64503)
H (0.83330, -2.81110, 3.36323)
H (2.16180, -3.40358, 3.47330)
O (-5.07417, 0.06512, 1.06584)
H (2.52413, 1.10185, 3.71454)
H (-4.93418, 0.68987, 0.34622)
O (0.10667, 3.96217, 2.48611)
H (0.28664, -0.07382, -0.40994)
H (-0.62574, 3.34286, 2.36685)
O (0.65779, 3.23972, -3.49999)
H (-3.76078, -0.44401, -2.40358)
H (0.10086, 2.62199, -4.01228)
O (-4.70108, -0.70011, -2.31290)
H (-2.02359, -1.17595, -2.01378)
O (2.06938, 2.83237, 0.62384)
H (-1.33150, 0.15655, -1.56062)
H (2.39229, 3.72174, 0.41264)
O (0.52562, -3.63436, -2.23312)
H (4.69764, -2.40539, -0.99748)
H (0.69407, -3.52056, -1.29949)
O (0.01913, 2.54699, -0.84470)
H (0.33588, 2.84616, -1.72094)
H (-0.09534, -1.56644, 1.64010)
O (4.44879, -1.55888, -0.60575)
H (0.74100, 3.55074, 1.87913)
H (3.72098, 0.72286, 1.01017)
O (-0.64022, 0.15637, -0.26325)
H (3.07772, 1.84590, 1.67310)
H (-4.84037, -1.25624, -1.54022)
O (-1.98074, -0.25485, -2.31115)
H (-1.46866, -0.33472, 3.47383)
H (1.37577, 2.69333, -0.12058)
O (1.14621, -0.27153, -3.24092)
H (0.38689, -0.38379, -2.66059)
H (1.14530, 0.56891, -3.69747)
O (3.75095, 1.14286, 1.88037)
H (-4.30650, 0.20065, 1.63280)
H (-2.05995, -3.31261, 0.91845)
O (1.77012, 0.64174, 4.07188)
H (-0.57165, 1.73963, -0.74609)
H (0.94055, 1.02452, 3.74669)
O (1.86736, -1.79942, 1.15172)
H (2.48919, -1.15116, 1.49413)
H (-2.47074, 2.11249, -3.98950)
O (-1.07934, -1.60134, 1.63050)
H (-3.19654, -3.24715, -0.01147)
H (-0.92711, -0.83304, 0.98158)

Atoms 1-2, force components in eV/Å:
O -0.528 0.662 0.007
H 0.437 0.121 0.115



[2]
A molecular structure, C6H14HfN3 at a distorted geometry, computed with ωB97M-V with the def2-TZVPD basis set.

Calculated values
Charge: +1
Energy relative to the best compared isomer or geometry (same formula, charge and spin) in kcal/mol: 43.32
Kohn-Sham gap (alpha / beta) in eV: 5.605 / 5.699

Positions of all 24 atoms, in Å:
C (2.05560, 3.25689, -1.06522)
Hf (-0.41433, 0.18213, -2.01183)
N (-2.05897, 1.93424, -2.20284)
H (0.50327, -0.69838, -3.04833)
H (-2.57134, 1.70405, -3.06694)
H (1.80826, 4.18568, -0.48165)
H (2.55756, 3.54144, -2.01646)
H (0.94145, 2.65883, -1.33583)
H (2.60176, 2.45270, -0.57686)
H (-2.63306, 1.86603, -1.37543)
H (-1.67867, 2.88565, -2.30335)
N (-0.14377, -3.39397, 2.84542)
C (-0.10847, -2.36017, 1.98398)
C (-1.31245, -1.84593, 1.42607)
C (-1.24085, -0.85775, 0.44332)
N (0.00225, -0.39665, 0.03156)
C (1.18416, -0.78995, 0.66026)
C (1.13668, -1.81042, 1.63487)
H (-1.01722, -3.83631, 3.11861)
H (0.70168, -3.77764, 3.24920)
H (-2.24805, -2.26220, 1.71178)
H (-2.12416, -0.31288, 0.02809)
H (2.01138, -0.16353, 0.27577)
H (2.04731, -2.16186, 2.07581)

Atoms 1-2, force components in eV/Å:
C -3.218 -0.732 -1.163
Hf -1.764 1.933 1.533



[3]
2 unconnected molecules or ions with the total composition C3H11N3O at a distorted geometry, computed with ωB97M-V with the def2-TZVPD basis set.

Calculated values
Charge: -1
Energy relative to the best compared isomer or geometry (same formula, charge and spin) in kcal/mol: 43.18
2S+1: 2
<S²>: 0.751
Kohn-Sham gap (alpha / beta) in eV: 1.911 / 9.588

Positions of all 18 atoms, in Å:
N (2.43438, -0.90638, -0.90446)
C (2.06573, -1.00727, 0.57384)
O (0.71362, -1.10635, 0.88880)
H (2.90883, -1.72313, -1.23412)
H (1.65731, -0.72229, -1.51798)
H (2.52004, -1.89849, 1.03288)
H (2.49861, -0.14821, 1.10752)
C (-0.52440, 2.03412, 0.49110)
N (-1.00492, 0.71386, 0.15680)
C (-2.13821, 0.40898, -0.38564)
N (-2.37082, -0.87030, -0.86748)
H (0.05442, 2.47335, -0.33154)
H (0.11948, 1.85494, 1.36249)
H (-1.29693, 2.74312, 0.88413)
H (0.31857, -0.29790, 0.65786)
H (-2.90467, 1.18377, -0.52356)
H (-1.70730, -1.57411, -0.57190)
H (-3.34373, -1.15771, -0.81875)

Atoms 1-2, force components in eV/Å:
N -0.092 0.199 1.634
C 0.645 -0.247 -0.386



[4]
A molecular structure, C27H30ClN4O2S3W, computed with ωB97M-V with the def2-TZVPD basis set.

Calculated values
Charge: +3
Energy relative to the best compared isomer or geometry (same formula, charge and spin) in kcal/mol: 0.47
Kohn-Sham gap (alpha / beta) in eV: 6.224 / 5.954

Positions of all 68 atoms, in Å:
W (-0.10557, 0.25301, -0.31129)
Cl (-2.43019, 1.48710, 6.62942)
C (-1.65040, 1.22722, 5.13118)
C (-0.32791, 0.75276, 5.11093)
C (0.33675, 0.53762, 3.92022)
C (-0.31435, 0.78670, 2.71701)
O (0.34052, 0.65302, 1.55741)
C (-1.64269, 1.24355, 2.72285)
C (-2.33105, 1.47531, 1.51262)
N (-1.93569, 1.15352, 0.30408)
C (-2.84431, 1.43678, -0.76752)
C (-4.21049, 1.53201, -0.69736)
C (-4.94063, 1.92170, -1.83997)
C (-4.30872, 2.21412, -3.01856)
C (-2.90281, 2.08176, -3.11979)
C (-2.15209, 2.34629, -4.28435)
C (-0.78824, 2.17458, -4.26662)
C (-0.17020, 1.70020, -3.11026)
N (-0.84798, 1.43483, -1.99545)
C (-2.19633, 1.65746, -1.98548)
C (-2.30021, 1.48038, 3.94805)
H (0.17233, 0.56557, 6.05240)
H (1.36541, 0.19930, 3.92061)
H (-3.30070, 1.95869, 1.59398)
H (-4.75044, 1.30765, 0.21363)
H (-6.01680, 1.99649, -1.76936)
H (-4.87491, 2.53727, -3.88241)
H (-2.65364, 2.68377, -5.18331)
H (-0.18500, 2.37398, -5.14051)
H (0.89203, 1.50075, -3.09438)
H (-3.31872, 1.84798, 3.95525)
C (-0.72092, -3.93820, -2.54460)
C (-0.73539, -2.82348, -1.54143)
S (-0.55014, -1.23910, -2.09296)
C (-1.01873, -3.00666, -0.19948)
C (-1.30743, -4.34877, 0.39184)
S (-1.16098, -1.64450, 0.80774)
H (-0.62903, -3.55822, -3.55956)
H (-1.63222, -4.53324, -2.47668)
H (0.12547, -4.60314, -2.35675)
H (-0.79798, -5.13848, -0.15709)
H (-2.38233, -4.54719, 0.33817)
H (-1.02109, -4.39558, 1.44049)
C (3.35137, 1.54853, 1.09721)
S (2.76207, 2.20704, -0.44825)
C (2.30110, 3.84819, 0.06296)
O (1.37543, 1.56622, -0.78283)
H (4.24964, 2.12669, 1.32720)
H (3.63504, 0.50990, 0.93917)
H (2.60384, 1.66182, 1.87697)
H (3.21954, 4.37157, 0.33343)
H (1.61844, 3.79066, 0.90913)
H (1.84305, 4.34081, -0.79237)
C (3.61744, -3.03200, 2.32088)
C (3.10037, -2.29856, 1.13423)
C (3.60876, -2.15514, -0.14568)
C (2.69842, -1.37411, -0.85569)
N (1.67370, -1.03136, -0.04245)
N (1.95544, -1.60126, 1.15703)
C (2.84249, -0.94140, -2.27559)
H (4.37109, -3.75163, 2.01168)
H (2.82035, -3.56757, 2.83653)
H (4.08253, -2.34585, 3.03034)
H (4.52194, -2.57930, -0.52829)
H (1.28897, -1.53354, 1.91008)
H (3.68620, -1.46250, -2.72198)
H (3.04051, 0.12838, -2.36023)
H (1.95605, -1.17045, -2.86618)

Atoms 1-2, force components in eV/Å:
W 0.027 0.008 0.135
Cl -0.014 0.005 0.018



[5]
2 unconnected molecules or ions with the total composition C29H35F3IN3O8PS3 at a distorted geometry, computed with ωB97M-V with the def2-TZVPD basis set.

Calculated values
Charge: -1
Kohn-Sham gap in eV: 4.640

Positions of all 83 atoms, in Å:
O (-0.42175, -2.73785, 5.23413)
P (-0.40569, -2.50523, 3.78687)
O (-1.97634, -2.25087, 3.30221)
O (0.44363, -1.12461, 3.45193)
C (0.31563, -3.97133, 2.82901)
C (1.60108, -3.56331, 2.03685)
C (2.77279, -3.25245, 2.81671)
I (2.78961, -3.38299, 4.96872)
C (3.99464, -2.84758, 2.23689)
C (4.06970, -2.78870, 0.82600)
C (2.94178, -3.09168, 0.04310)
C (1.66144, -3.47692, 0.58220)
N (0.55303, -3.77392, -0.27931)
C (0.31568, -2.77210, -1.28832)
C (-0.98238, -2.20997, -1.55254)
C (-2.25192, -2.65625, -0.80521)
C (-2.70350, -1.61589, 0.25131)
C (-3.34571, -0.31886, -0.35887)
C (-4.76262, -0.02140, 0.26611)
S (-4.64785, 0.53422, 2.00157)
C (-4.15340, 2.24124, 1.81196)
N (-4.79723, 3.37241, 1.98692)
N (-3.85782, 4.31390, 1.72334)
C (-2.69860, 3.78623, 1.39264)
O (-2.86767, 2.43069, 1.45081)
C (-1.13773, -1.18673, -2.54742)
C (-0.06192, -0.67139, -3.30781)
C (-0.16414, 0.46125, -4.36130)
C (-1.64555, 0.81350, -4.74570)
C (-2.32120, 1.82899, -3.82369)
F (-3.29702, 2.60541, -4.41256)
C (-2.08498, 2.03158, -2.51882)
F (-3.15066, 2.17266, -1.70543)
F (-0.89507, 2.15731, -1.95492)
C (1.22504, -1.24417, -3.07914)
C (2.51285, -0.78618, -3.82404)
C (3.49417, -0.00799, -2.82752)
C (3.85610, 1.43531, -3.31305)
S (3.67055, 2.63620, -1.93328)
O (4.76135, 3.58336, -2.05668)
O (3.73175, 2.00572, -0.64297)
O (2.26651, 3.41731, -2.11071)
C (1.38522, -2.25747, -2.10580)
S (3.00634, -2.98619, -1.76650)
H (-1.99945, -1.30405, 3.06087)
H (0.00870, -0.76243, 2.65529)
H (0.53423, -4.78366, 3.55647)
H (-0.51008, -4.31432, 2.17019)
H (4.89612, -2.57584, 2.80515)
H (4.98086, -2.47496, 0.28346)
H (-0.28430, -4.01614, 0.23681)
H (-2.08868, -3.68031, -0.39116)
H (-3.08731, -2.77143, -1.53931)
H (-3.50498, -2.09703, 0.86610)
H (-1.85807, -1.38577, 0.91902)
H (-2.71426, 0.53441, -0.03794)
H (-3.50947, -0.37363, -1.45340)
H (-5.23005, 0.74020, -0.40327)
H (-5.39924, -0.93165, 0.21492)
H (-1.76045, 4.30718, 1.14646)
H (-2.13371, -0.75661, -2.75278)
H (0.31504, 1.37207, -3.92612)
H (0.42903, 0.15407, -5.24939)
H (-1.61467, 1.23892, -5.77583)
H (-2.21812, -0.14016, -4.76406)
H (2.28406, -0.15689, -4.70405)
H (3.07384, -1.69933, -4.12555)
H (4.40581, -0.61987, -2.65328)
H (2.94974, 0.01521, -1.85411)
H (3.17668, 1.72349, -4.13958)
H (4.92453, 1.47173, -3.61148)
H (2.16427, 4.09343, -1.41019)
C (1.60953, 3.34818, 3.30409)
C (0.37761, 3.78383, 4.12312)
C (-0.13489, 2.57121, 4.92145)
O (-0.59156, 4.17204, 3.26613)
H (1.37015, 2.54352, 2.60182)
H (2.02051, 4.18590, 2.73340)
H (2.40827, 2.97967, 3.96585)
H (0.75449, 4.50960, 4.87842)
H (-0.42591, 1.74159, 4.26886)
H (-1.00038, 2.83827, 5.53437)
H (0.64395, 2.19436, 5.60152)

Atoms 1-2, force components in eV/Å:
O 0.213 -0.401 -0.297
P -0.354 0.287 1.822



[6]
2 unconnected molecules or ions with the total composition C2H3O4S2 at a distorted geometry, computed with ωB97M-V with the def2-TZVPD basis set.

Calculated values
Charge: -1
Energy relative to the best compared isomer or geometry (same formula, charge and spin) in kcal/mol: 161.55
Kohn-Sham gap (alpha / beta) in eV: 7.912 / 7.592

Positions of all 11 atoms, in Å:
C (0.08809, -0.10713, 1.59276)
C (-2.26531, -0.07619, -1.77891)
O (1.31535, 2.27882, 1.98261)
O (2.49780, -1.39133, 1.64649)
O (1.06233, -1.88309, -0.26819)
O (1.92481, 0.53669, 0.20354)
S (1.43129, -0.96781, 0.81322)
S (0.67280, 1.40819, 0.97759)
H (-1.21339, -0.39109, -1.75100)
H (-3.20592, -0.37714, -1.34022)
H (-2.30784, 0.97010, -2.07788)

Atoms 1-2, force components in eV/Å:
C -0.052 -1.050 0.392
C 0.567 1.663 -0.487